Arrangement A

Density functional theory data (ωB97M-V/def2-TZVPD) for a 2-piece molecular cluster, C5H5FN2 overall.

```
13
Properties=species:S:1:pos:R:3:nbo_charge:R:1
C -0.560 0.928 -0.500 0.25
C -1.921 -0.088 0.983 0.19
C 0.002 -0.251 0.045 -0.13
C 2.267 -1.287 0.531 -0.45
C 1.248 -0.744 0.000 0.41
N -0.890 -0.839 0.927 -0.37
N -1.799 1.059 0.109 -0.53
F 1.754 1.979 0.407 -0.88
H -0.205 1.670 -1.131 0.27
H -2.737 -0.302 1.653 0.22
H 2.656 -0.746 1.420 0.32
H 2.579 -2.305 0.133 0.27
H -2.684 1.455 -0.196 0.44
```

## Properties
E_LUMO (spin up / spin down), eV: -1.7428 / -1.7432
Frontier orbital gap (spin up / spin down), eV: 6.395 / 6.394
Spin multiplicity: 1
Molar mass, g mol⁻¹: 112.1

***

Arrangement B

Density functional theory data (ωB97M-V/def2-TZVPD) for one molecule with the formula C5H5FN2.

```
13
Properties=species:S:1:pos:R:3:nbo_charge:R:1
F -2.957 -0.914 0.208 -0.32
C -1.640 -0.506 0.079 0.44
C -0.623 -1.174 -0.483 -0.28
C 0.675 -0.474 -0.434 -0.26
C 1.133 0.214 0.910 -0.39
C 0.699 1.088 -0.342 -0.12
N -0.538 1.701 -0.219 -0.10
N -1.553 1.086 0.018 -0.14
H -0.598 -2.235 -0.760 0.24
H 1.385 -0.952 -1.132 0.24
H 0.322 0.084 1.778 0.24
H 2.175 0.316 1.132 0.23
H 1.519 1.767 -0.754 0.24
```

## Properties
E_LUMO, eV: 0.4177
Frontier orbital gap, eV: 9.343
Spin multiplicity: 1
Molar mass, g mol⁻¹: 112.1

***

Which one sits at the bottom of the stability order? arrangement A does.

***

Arrangement A

Density functional theory data (ωB97M-V/def2-TZVPD) for C30H28ClN6O4V as an isolated structure.

```
70
Properties=species:S:1:pos:R:3:nbo_charge:R:1
V -1.163 0.790 0.101 1.01
C 4.309 3.310 3.777 -0.62
C 3.429 2.556 2.812 -0.07
C 3.846 2.256 1.519 -0.21
C 3.001 1.621 0.634 -0.24
C 1.691 1.218 0.971 0.17
N 0.821 0.706 0.035 -0.65
C 1.339 -0.009 -1.045 0.18
C 2.266 -1.048 -0.863 -0.23
C 2.778 -1.783 -1.916 -0.21
C 2.374 -1.543 -3.227 -0.06
C 2.889 -2.369 -4.381 -0.62
C 1.429 -0.546 -3.424 -0.23
C 0.927 0.207 -2.370 0.16
N -0.045 1.208 -2.668 -0.18
C -0.082 2.017 -3.750 -0.03
C -1.263 2.713 -3.699 -0.33
C -1.900 2.247 -2.536 -0.02
N -1.166 1.331 -1.915 -0.26
C 1.303 1.474 2.305 0.16
C 2.154 2.154 3.170 -0.22
N 0.063 0.988 2.854 -0.16
C -0.203 0.835 4.175 -0.04
C -1.429 0.235 4.292 -0.33
C -1.854 0.044 2.972 -0.04
N -0.962 0.507 2.101 -0.24
H 5.364 3.117 3.574 0.21
H 4.155 4.392 3.706 0.21
H 4.108 3.018 4.809 0.20
H 4.838 2.553 1.190 0.20
H 3.334 1.444 -0.381 0.21
H 2.574 -1.267 0.153 0.22
H 3.490 -2.581 -1.717 0.20
H 3.849 -2.827 -4.135 0.21
H 2.196 -3.176 -4.638 0.21
H 3.026 -1.759 -5.277 0.21
H 1.056 -0.350 -4.424 0.21
H 0.741 2.060 -4.444 0.22
H -1.604 3.477 -4.378 0.22
H -2.829 2.588 -2.108 0.22
H 1.812 2.400 4.168 0.19
H 0.494 1.126 4.938 0.21
H -1.938 -0.037 5.202 0.22
H -2.742 -0.447 2.608 0.23
N -3.432 0.736 -0.055 -0.86
C -4.304 1.825 0.448 -0.20
C -3.531 2.798 1.331 -0.52
C -2.410 3.448 0.519 0.79
O -2.655 4.516 -0.044 -0.70
O -1.298 2.798 0.464 -0.75
H -3.666 0.493 -1.009 0.35
H -3.543 -0.127 0.476 0.42
H -5.160 1.422 0.991 0.18
H -4.703 2.379 -0.403 0.19
H -3.114 2.265 2.186 0.21
H -4.198 3.586 1.684 0.21
Cl 0.382 -7.608 -1.026 -0.04
C -0.312 -6.032 -0.718 -0.02
C 0.207 -4.925 -1.366 -0.27
C -0.339 -3.676 -1.105 -0.10
C -1.402 -3.538 -0.220 -0.16
C -1.910 -4.663 0.413 -0.16
C -1.365 -5.918 0.174 -0.26
C -1.985 -2.167 0.066 0.78
O -3.091 -2.089 0.620 -0.73
O -1.255 -1.209 -0.325 -0.74
H 1.031 -5.041 -2.059 0.22
H 0.069 -2.786 -1.570 0.24
H -2.744 -4.539 1.092 0.23
H -1.749 -6.800 0.669 0.22
```

## Properties
Expectation value of S²: 0.75
E_LUMO (spin up / spin down), eV: 2.5850 / 2.5849
Frontier orbital gap (spin up / spin down), eV: 5.080 / 4.536
Spin multiplicity: 2
Total charge: -1
Molar mass, g mol⁻¹: 623.0

***

Arrangement B

Density functional theory data (ωB97M-V/def2-TZVPD) for C30H28ClN6O4V as an isolated structure.

```
70
Properties=species:S:1:pos:R:3:nbo_charge:R:1
V -0.164 0.639 -0.062 1.05
C 5.011 3.379 3.694 -0.62
C 4.254 2.537 2.702 -0.08
C 4.656 2.439 1.372 -0.19
C 3.913 1.739 0.443 -0.23
C 2.723 1.071 0.783 0.17
N 1.908 0.492 -0.165 -0.67
C 2.466 -0.288 -1.143 0.18
C 3.557 -1.148 -0.905 -0.26
C 4.015 -2.054 -1.843 -0.21
C 3.410 -2.178 -3.090 -0.07
C 3.837 -3.224 -4.084 -0.62
C 2.356 -1.316 -3.364 -0.22
C 1.918 -0.374 -2.445 0.15
N 0.951 0.568 -2.909 -0.17
C 0.982 1.196 -4.107 -0.04
C -0.077 2.070 -4.147 -0.33
C -0.704 1.914 -2.901 -0.04
N -0.083 1.005 -2.166 -0.25
C 2.369 1.121 2.144 0.15
C 3.097 1.864 3.064 -0.22
N 1.301 0.325 2.657 -0.17
C 1.348 -0.394 3.800 -0.03
C 0.142 -1.041 3.935 -0.34
C -0.589 -0.651 2.804 -0.03
N 0.114 0.170 2.036 -0.25
H 6.079 3.384 3.473 0.21
H 4.669 4.417 3.679 0.21
H 4.880 3.006 4.711 0.20
H 5.558 2.951 1.051 0.20
H 4.226 1.711 -0.593 0.21
H 4.023 -1.107 0.072 0.22
H 4.846 -2.703 -1.587 0.20
H 4.852 -3.567 -3.879 0.21
H 3.181 -4.099 -4.055 0.21
H 3.814 -2.838 -5.105 0.21
H 1.852 -1.370 -4.323 0.21
H 1.763 0.984 -4.816 0.22
H -0.342 2.742 -4.944 0.22
H -1.544 2.447 -2.484 0.22
H 2.742 1.913 4.088 0.20
H 2.239 -0.402 4.402 0.22
H -0.158 -1.714 4.719 0.22
H -1.571 -0.962 2.484 0.24
N -2.432 0.603 -0.132 -0.86
C -3.230 1.629 0.567 -0.20
C -2.370 2.494 1.483 -0.52
C -1.352 3.289 0.655 0.79
O -1.583 4.470 0.405 -0.70
O -0.332 2.627 0.240 -0.77
H -2.715 0.534 -1.102 0.35
H -2.566 -0.333 0.258 0.43
H -4.041 1.164 1.137 0.18
H -3.698 2.276 -0.179 0.19
H -1.854 1.857 2.204 0.21
H -3.009 3.201 2.014 0.21
Cl 1.227 -7.767 -1.388 -0.04
C 0.560 -6.193 -1.014 -0.02
C 1.307 -5.060 -1.287 -0.27
C 0.769 -3.817 -0.989 -0.10
C -0.497 -3.712 -0.425 -0.16
C -1.225 -4.864 -0.155 -0.16
C -0.703 -6.115 -0.450 -0.26
C -1.074 -2.352 -0.093 0.77
O -2.189 -2.288 0.455 -0.73
O -0.342 -1.374 -0.420 -0.73
H 2.294 -5.147 -1.720 0.22
H 1.333 -2.914 -1.186 0.24
H -2.206 -4.761 0.288 0.24
H -1.260 -7.019 -0.246 0.22
```

## Properties
Expectation value of S²: 0.75
E_LUMO (spin up / spin down), eV: 2.5679 / 2.5679
Frontier orbital gap (spin up / spin down), eV: 5.232 / 4.670
Spin multiplicity: 2
Total charge: -1
Molar mass, g mol⁻¹: 623.0

***

Which one sits at the bottom of the stability order? arrangement A does.

***

Arrangement A

Density functional theory data (ωB97M-V/def2-TZVPD) for a 2-piece molecular cluster, CHBrCl2S overall.

```
6
Properties=species:S:1:pos:R:3:nbo_charge:R:1
C -0.445 0.450 0.262 -0.28
S 0.347 -1.241 -1.489 -0.18
Cl -2.117 0.526 0.181 0.14
Cl 0.436 1.882 0.074 0.12
Br 0.233 -0.505 1.900 0.08
H 1.545 -1.112 -0.927 0.12
```

## Properties
E_LUMO (spin up / spin down), eV: -1.8485 / -1.8493
Frontier orbital gap (spin up / spin down), eV: 7.553 / 7.550
Spin multiplicity: 1
Molar mass, g mol⁻¹: 195.9

***

Arrangement B

Density functional theory data (ωB97M-V/def2-TZVPD) for one molecule with the formula CHBrCl2S.

```
6
Properties=species:S:1:pos:R:3:nbo_charge:R:1
S 0.339 0.909 0.444 0.15
C 1.839 0.017 0.518 -0.34
Cl 1.761 -0.838 2.552 -0.23
Cl 3.269 1.085 0.841 0.04
Br 2.210 -1.316 -0.712 0.23
H -0.073 0.454 -0.819 0.15
```

## Properties
E_LUMO, eV: -1.0959
Frontier orbital gap, eV: 9.040
Spin multiplicity: 1
Molar mass, g mol⁻¹: 195.9

***

Which one sits at the bottom of the stability order? arrangement A does.

***

Arrangement A

Density functional theory data (ωB97M-V/def2-TZVPD) for a 3-piece molecular cluster, C3H9NO2 overall.

```
15
Properties=species:S:1:pos:R:3:nbo_charge:R:1
C 0.189 -1.008 1.222 -0.78
C -0.712 -0.055 0.668 0.20
N -1.718 0.021 -1.983 -0.91
H 0.907 -0.571 2.011 0.28
H -0.430 -1.796 1.899 0.29
H 0.698 -1.507 0.449 0.31
H -1.758 -0.198 0.663 0.22
H -0.558 1.068 0.768 0.23
H -1.007 -0.610 -1.718 0.34
H -1.138 0.811 -1.557 0.34
H -2.370 0.028 -1.231 0.34
O 0.827 0.531 -0.650 -0.62
C 1.960 0.940 -0.297 0.59
O 3.036 0.809 -0.868 -0.05
H 2.074 1.538 0.623 0.21
```

## Properties
Expectation value of S²: 0.76
E_LUMO (spin up / spin down), eV: -6.9480 / -8.7179
Frontier orbital gap (spin up / spin down), eV: 8.176 / 6.366
Spin multiplicity: 2
Total charge: +1
Molar mass, g mol⁻¹: 91.1

***

Arrangement B

Density functional theory data (ωB97M-V/def2-TZVPD) for a 2-piece molecular cluster, C3H9NO2 overall.

```
15
Properties=species:S:1:pos:R:3:nbo_charge:R:1
C 0.897 -1.687 0.453 -0.28
C -0.124 -0.530 0.316 -0.50
C 0.182 0.625 1.251 0.42
O -0.323 0.694 2.318 -0.37
N 1.102 -2.386 -0.789 -0.34
H 0.599 -2.474 1.184 0.31
H 1.847 -1.387 0.883 0.26
H -1.114 -0.945 0.520 0.27
H -0.213 -0.286 -0.743 0.24
H 0.793 1.474 0.900 0.18
H 2.030 -2.231 -1.186 0.41
H 0.405 -2.218 -1.513 0.41
H -2.333 3.232 -1.632 0.46
H -2.088 4.239 -0.586 0.47
O -1.660 3.880 -1.377 -0.93
```

## Properties
Expectation value of S²: 0.76
E_LUMO (spin up / spin down), eV: -3.7528 / -9.3480
Frontier orbital gap (spin up / spin down), eV: 10.415 / 4.818
Spin multiplicity: 2
Total charge: +1
Molar mass, g mol⁻¹: 91.1

***

Arrangement C

Density functional theory data (ωB97M-V/def2-TZVPD) for a 2-piece molecular cluster, C3H9NO2 overall.

```
15
Properties=species:S:1:pos:R:3:nbo_charge:R:1
C -1.201 0.707 2.325 -0.74
C -0.732 0.500 0.928 0.82
O -0.908 -0.743 0.476 -0.65
O -0.239 1.354 0.224 -0.64
H -2.117 0.138 2.463 0.26
H -1.417 1.740 2.567 0.27
H -0.482 0.389 3.080 0.27
C 1.575 -0.751 -1.404 -0.49
N 0.316 -0.268 -1.898 -0.32
H 0.137 0.707 -1.600 0.46
H 0.144 -0.447 -2.895 0.43
H -0.748 -0.841 -0.476 0.47
H 2.338 0.000 -1.665 0.32
H 1.810 -1.727 -1.815 0.26
H 1.523 -0.758 -0.311 0.28
```

## Properties
Expectation value of S²: 0.75
E_LUMO (spin up / spin down), eV: -3.5693 / -9.3330
Frontier orbital gap (spin up / spin down), eV: 11.501 / 5.690
Spin multiplicity: 2
Total charge: +1
Molar mass, g mol⁻¹: 91.1

***

Which one sits at the bottom of the stability order? arrangement A does.

***

Arrangement A

Density functional theory data (ωB97M-V/def2-TZVPD) for a 2-piece molecular cluster, C3H9NO2 overall.

```
15
Properties=species:S:1:pos:R:3:nbo_charge:R:1
C 2.888 0.857 -0.946 -0.10
C 1.607 1.165 -1.377 0.33
O 0.696 1.257 -0.456 -0.55
H 3.627 0.590 -1.700 0.23
H 3.167 0.541 0.053 0.24
H 1.384 1.493 -2.384 0.22
H -0.112 0.648 -0.542 0.55
N -1.817 -1.486 1.820 -0.81
C -1.631 -0.337 0.996 0.06
O -1.095 -0.642 -0.328 -0.76
H -2.488 -2.154 1.465 0.38
H -0.934 -1.948 1.994 0.37
H -2.563 0.216 0.865 0.19
H -0.918 0.308 1.513 0.18
H -1.812 -0.510 -0.973 0.50
```

## Properties
Expectation value of S²: 0.76
E_LUMO (spin up / spin down), eV: -4.6739 / -8.3520
Frontier orbital gap (spin up / spin down), eV: 8.799 / 5.109
Spin multiplicity: 2
Total charge: +1
Molar mass, g mol⁻¹: 91.1

***

Arrangement B

Density functional theory data (ωB97M-V/def2-TZVPD) for C3H9NO2 as an isolated structure.

```
15
Properties=species:S:1:pos:R:3:nbo_charge:R:1
C -0.927 0.017 1.301 -0.11
C -1.644 1.226 1.707 -0.32
C -0.566 0.090 -0.155 -0.18
N -1.954 -0.618 0.086 -0.09
H -0.476 -0.762 1.941 0.29
H -1.176 2.085 2.214 0.25
H -2.695 1.256 1.781 0.21
H -0.635 1.072 -0.525 0.26
H 0.108 -0.585 -0.680 0.30
H 3.133 -1.251 0.127 0.49
H -2.657 0.001 0.437 0.39
O 2.354 -1.187 -0.428 -0.71
H 1.867 0.317 -2.846 0.47
H 2.228 -0.364 -1.241 0.43
O 1.746 0.507 -1.937 -0.67
```

## Properties
Expectation value of S²: 1.77
E_LUMO (spin up / spin down), eV: -7.4049 / -9.0358
Frontier orbital gap (spin up / spin down), eV: 6.905 / 7.007
Spin multiplicity: 2
Total charge: +1
Molar mass, g mol⁻¹: 91.1

***

Which one sits at the bottom of the stability order? arrangement B does.